A single C4H7N3O molecule in a non-equilibrium geometry. Source: the OMol25 dataset; level of theory: wB97M-V/def2-TZVPD.

## Properties
- Relative energy (zero: lowest compared OMol25 entry of this formula, charge and spin): 480.15 kJ/mol
- HOMO: -7.82 eV
- Molar mass: 113.1 g/mol

```
15
Properties=species:S:1:pos:R:3:lowdin_charge:R:1
H -1.109 -0.953 1.391 0.128
H -1.661 0.205 -1.488 0.104
N 1.050 -0.378 -1.232 -0.035
H 1.543 1.437 -0.568 0.057
H 2.473 -1.226 0.573 0.115
C 0.594 -0.685 0.047 -0.364
N 1.533 -1.111 0.918 0.188
O -0.811 2.196 0.987 0.057
H -2.756 0.257 -0.020 0.119
H 0.443 -0.729 -1.967 0.105
C -0.864 1.191 0.329 -0.430
N 0.703 1.037 -0.988 0.002
C -1.742 0.288 -0.409 -0.044
C -0.742 -0.427 0.520 -0.120
H 1.346 -1.100 1.907 0.117
```